Formula: C5H8O2
Source: OMol25
Level of theory: ωB97M-V/def2-TZVPD

Structure (XYZ):
```
15
Properties=species:S:1:pos:R:3:lowdin_charge:R:1
O 0.415 -1.252 -1.513 0.03
C -0.068 -0.488 -0.485 -0.36
C 0.912 -0.252 0.639 -0.09
C 2.282 0.210 0.211 -0.21
O 2.715 0.142 -0.920 0.05
C -1.345 -0.105 -0.486 -0.10
C -2.065 0.684 0.569 -0.10
H 1.320 -0.943 -1.695 0.08
H 0.527 0.454 1.382 0.11
H 1.077 -1.195 1.185 0.14
H 2.925 0.606 1.023 0.13
H -2.779 0.064 1.126 0.08
H -1.929 -0.415 -1.351 0.11
H -2.636 1.496 0.106 0.07
H -1.388 1.141 1.298 0.06
```

Net charge   0
Kohn-Sham gap   0.3465 hartree
HOMO energy   -8.64 eV
Energy relative to the best compared isomer or geometry (same formula, charge and spin)   102.7 kJ/mol

***

Formula: C20H26N2O2S
Source: OMol25
Level of theory: ωB97M-V/def2-TZVPD

Structure (XYZ):
```
51
Properties=species:S:1:pos:R:3:lowdin_charge:R:1
C 6.205 2.340 1.557 -0.09
H 6.120 1.661 2.412 0.10
O 4.961 2.904 1.219 -0.08
C 3.950 2.073 0.844 -0.28
C 4.043 0.690 0.751 -0.01
C 2.945 -0.056 0.352 -0.03
C 1.735 0.546 0.041 -0.19
C 1.652 1.933 0.145 -0.03
C 2.735 2.688 0.538 0.01
H 2.669 3.761 0.620 0.12
H 0.718 2.428 -0.081 0.11
C 0.537 -0.227 -0.465 -0.27
N 0.587 -0.542 -1.901 -0.22
C 1.733 -1.321 -2.324 -0.09
H 2.682 -0.772 -2.242 0.09
H 1.588 -1.598 -3.368 0.09
H 1.802 -2.236 -1.740 0.08
C 0.455 0.643 -2.724 -0.09
H -0.428 1.200 -2.420 0.07
H 1.329 1.307 -2.663 0.09
H 0.330 0.333 -3.762 0.09
C 0.268 -1.505 0.338 -0.12
N -0.903 -2.167 -0.182 0.07
C -1.880 -2.643 0.607 -0.57
O -1.834 -2.634 1.820 0.06
C -3.056 -3.241 -0.144 -0.36
H -3.766 -3.665 0.564 0.07
H -2.720 -4.017 -0.832 0.08
S -3.899 -2.007 -1.204 0.94
C -3.620 -0.480 -0.318 -0.49
C -2.976 0.526 -1.024 -0.13
C -2.718 1.744 -0.424 -0.11
C -3.094 1.945 0.894 -0.08
C -3.758 0.947 1.581 -0.04
C -4.056 -0.276 0.989 -0.27
C -4.815 -1.312 1.753 -0.05
H -5.446 -1.896 1.086 0.07
H -5.439 -0.843 2.510 0.08
H -4.117 -1.981 2.257 0.08
H -4.069 1.117 2.602 0.11
H -2.881 2.885 1.381 0.10
H -2.224 2.528 -0.978 0.10
H -2.686 0.338 -2.047 0.10
H -1.019 -2.113 -1.184 0.13
H 1.120 -2.191 0.303 0.11
H 0.077 -1.255 1.385 0.14
H -0.350 0.407 -0.343 0.12
H 3.053 -1.128 0.296 0.11
H 4.963 0.177 0.985 0.10
H 6.649 1.807 0.711 0.10
H 6.845 3.179 1.828 0.09
```

Net charge   0
Kohn-Sham gap   0.3365 hartree
HOMO energy   -8.48 eV
Energy relative to the best compared isomer or geometry (same formula, charge and spin)   116.0 kJ/mol

***

Formula: C6H3BrF4N2
Source: OMol25
Level of theory: ωB97M-V/def2-TZVPD

Structure (XYZ):
```
16
Properties=species:S:1:pos:R:3:lowdin_charge:R:1
C 1.749 -1.042 0.546 0.10
C -0.269 -0.362 -1.372 0.04
C 1.382 -1.906 -0.510 -0.17
C 1.110 0.181 0.577 -0.21
C 0.421 -1.599 -1.457 -0.16
C 0.170 0.483 -0.352 -0.25
N -4.335 -2.236 -0.719 -0.06
N -3.608 -1.735 0.106 -0.48
F 2.078 -3.099 -0.602 0.05
F 1.497 1.009 1.572 0.09
F 0.148 -2.545 -2.427 0.06
F -0.524 1.644 -0.299 0.04
Br -3.352 0.127 -0.148 0.62
H 2.596 -1.349 1.107 0.13
H -0.903 0.157 -2.069 0.12
H -4.439 -3.237 -0.569 0.07
```

Net charge   0
Kohn-Sham gap   0.3642 hartree
HOMO energy   -9.73 eV

***

Formula: C6H10
Source: OMol25
Level of theory: ωB97M-V/def2-TZVPD

Structure (XYZ):
```
16
Properties=species:S:1:pos:R:3:lowdin_charge:R:1
C -0.023 2.103 -0.413 -0.07
C -0.372 0.614 -0.457 -0.39
C 0.802 -0.315 -0.103 -0.12
C 0.263 -2.472 0.193 0.06
C -0.264 -0.942 1.083 -0.21
C -1.140 0.043 0.687 -0.07
H 0.452 2.375 0.538 0.08
H -0.928 2.711 -0.526 0.08
H 0.662 2.371 -1.228 0.08
H -0.802 0.369 -1.436 0.13
H 1.157 -0.871 -0.968 0.08
H 1.674 0.177 0.342 0.12
H 1.316 -2.648 -0.148 0.02
H -0.345 -2.521 -0.727 0.01
H -0.334 -1.392 2.076 0.10
H -2.092 0.384 1.109 0.11
```

Net charge   0
Kohn-Sham gap (spin up / spin down)   0.2765 / 0.2720 hartree
HOMO energy (spin up / spin down)   -7.48 / -7.09 eV
Energy relative to the best compared isomer or geometry (same formula, charge and spin)   629.9 kJ/mol

***

Formula: C84H141N9O18
Source: OMol25
Level of theory: ωB97M-V/def2-TZVPD

Structure (XYZ):
```
252
Properties=species:S:1:pos:R:3:lowdin_charge:R:1
C 4.828 -5.512 -6.963 -0.14
C 4.232 -4.276 -7.719 -0.12
C 4.340 -3.203 -6.606 -0.14
O 4.709 -3.889 -5.362 -0.15
C 4.374 -5.214 -5.580 -0.28
H 5.892 -5.527 -7.066 0.11
H 4.348 -6.405 -7.325 0.11
H 3.222 -4.527 -7.919 0.09
H 4.685 -4.050 -8.651 0.09
H 3.421 -2.632 -6.361 0.11
H 5.131 -2.537 -6.836 0.10
H 3.298 -5.479 -5.404 0.12
H 4.767 -5.741 -4.767 0.10
C -4.409 5.646 0.919 -0.15
C -3.944 6.095 -0.459 -0.18
C -3.598 4.808 -1.090 -0.24
O -3.055 3.995 -0.042 -0.20
C -3.330 4.609 1.271 -0.14
H -5.394 5.247 0.725 0.11
H -4.470 6.514 1.562 0.10
H -3.006 6.694 -0.296 0.13
H -4.716 6.702 -0.939 0.12
H -2.959 4.858 -1.906 0.06
H -4.498 4.219 -1.376 0.13
H -2.484 5.175 1.555 0.07
H -3.492 3.774 1.970 0.11
C 4.479 -4.638 -1.945 -0.13
C 5.836 -4.149 -1.367 -0.13
C 5.351 -2.976 -0.457 -0.13
O 4.058 -3.477 0.096 -0.17
C 3.409 -4.197 -0.893 -0.22
H 4.436 -5.686 -2.042 0.09
H 4.342 -4.176 -2.827 0.04
H 6.407 -3.670 -2.181 0.11
H 6.446 -4.922 -0.866 0.11
H 5.305 -2.065 -1.091 0.11
H 6.060 -2.866 0.340 0.08
H 2.575 -3.634 -1.388 0.09
H 2.765 -5.008 -0.375 0.13
C 1.835 3.901 6.426 -0.17
C 3.299 4.322 6.439 -0.17
C 3.410 5.061 5.128 -0.20
O 2.128 5.073 4.491 -0.17
C 1.459 3.887 4.963 -0.21
H 1.167 4.527 6.998 0.10
H 1.680 2.843 6.852 0.14
H 4.009 3.542 6.566 0.10
H 3.554 4.910 7.320 0.11
H 4.060 4.532 4.471 0.10
H 3.783 6.102 5.298 0.14
H 1.849 3.010 4.334 0.13
H 0.395 3.788 4.691 0.11
C -5.443 0.583 -0.403 -0.18
C -5.823 1.499 0.781 -0.09
C -6.195 0.491 1.996 -0.15
O -5.632 -0.750 1.551 -0.17
C -5.759 -0.790 0.089 -0.18
H -4.406 0.629 -0.584 0.07
H -6.029 0.760 -1.310 0.11
H -6.628 2.108 0.504 0.08
H -4.901 2.078 1.044 0.10
H -7.250 0.377 2.165 0.10
H -5.689 0.779 2.963 0.08
H -6.765 -1.150 -0.122 0.12
H -5.087 -1.546 -0.377 0.11
C 6.628 -4.389 4.035 -0.18
C 5.211 -3.993 4.288 -0.17
C 4.935 -2.850 3.331 -0.19
O 6.205 -2.236 3.145 -0.16
C 7.092 -3.288 3.113 -0.25
H 6.775 -5.399 3.605 0.12
H 7.163 -4.370 5.000 0.11
H 5.021 -3.632 5.351 0.13
H 4.490 -4.854 4.215 0.11
H 4.249 -2.103 3.716 0.10
H 4.634 -3.209 2.359 0.10
H 8.055 -2.959 3.599 0.13
H 7.307 -3.653 2.054 0.13
O -0.919 6.260 -3.279 0.08
C -1.492 6.513 -4.302 -0.50
O -1.090 6.210 -5.529 -0.01
C 0.030 5.351 -5.847 -0.20
C -0.025 5.135 -7.320 -0.07
C -2.838 7.338 -4.385 0.05
H -0.138 4.383 -5.343 0.11
H 0.981 5.884 -5.686 0.13
H -0.713 4.358 -7.590 0.07
H 0.951 4.829 -7.641 0.08
H -0.224 6.076 -7.815 0.08
H -3.170 7.306 -5.385 0.06
H -2.641 8.296 -3.958 0.07
H -3.604 6.823 -3.757 0.09
O 2.571 0.596 -2.094 0.05
C 3.520 1.198 -2.580 -0.55
O 3.505 2.450 -2.982 0.01
C 2.278 3.240 -2.825 -0.23
C 2.621 4.611 -2.576 -0.06
C 4.882 0.564 -2.728 0.04
H 1.799 2.825 -1.944 0.10
H 1.589 3.025 -3.668 0.12
H 2.910 5.157 -3.501 0.09
H 3.401 4.676 -1.833 0.09
H 1.650 5.037 -2.229 0.08
H 5.225 0.820 -3.731 0.09
H 4.707 -0.488 -2.555 0.07
H 5.517 1.137 -2.070 0.09
O -0.390 -1.375 1.537 0.04
C -0.662 -1.132 0.368 -0.53
O -1.285 -0.065 -0.052 0.02
C -1.830 0.795 1.001 -0.15
C -0.726 1.612 1.653 -0.03
C -0.087 -1.943 -0.748 0.03
H -2.363 0.230 1.741 0.12
H -2.564 1.379 0.511 0.08
H -0.897 2.704 1.791 0.08
H 0.194 1.483 1.072 0.07
H -0.495 1.267 2.634 0.05
H -0.857 -2.031 -1.544 0.09
H 0.297 -2.936 -0.412 0.09
H 0.714 -1.374 -1.322 0.09
O -2.285 -4.101 -0.725 0.07
C -3.455 -3.979 -0.786 -0.58
O -4.215 -3.922 0.280 0.02
C -3.454 -4.011 1.529 -0.19
C -4.400 -3.861 2.682 -0.03
C -4.190 -3.734 -2.068 0.04
H -2.676 -3.263 1.359 0.12
H -2.954 -4.984 1.611 0.11
H -4.960 -4.799 2.739 0.09
H -4.942 -2.900 2.749 0.08
H -3.743 -3.850 3.579 0.07
H -4.018 -2.684 -2.390 0.08
H -5.284 -3.878 -1.931 0.10
H -4.001 -4.390 -2.863 0.07
O 0.970 0.561 -6.742 0.04
C 0.514 -0.585 -6.804 -0.54
O 0.544 -1.443 -5.788 -0.02
C 1.175 -1.117 -4.465 -0.15
C 1.612 -2.414 -3.771 -0.04
C -0.258 -1.160 -7.945 0.01
H 0.389 -0.614 -3.829 0.10
H 1.952 -0.344 -4.565 0.11
H 1.810 -2.122 -2.718 0.05
H 2.508 -2.849 -4.186 0.06
H 0.838 -3.162 -3.854 0.05
H -0.551 -2.268 -7.863 0.12
H 0.293 -1.013 -8.900 0.10
H -1.070 -0.486 -8.137 0.07
O -2.210 -2.881 5.802 0.04
C -2.431 -4.093 5.879 -0.51
O -3.577 -4.532 6.415 0.00
C -4.485 -3.503 6.947 -0.20
C -5.742 -4.192 7.481 -0.06
C -1.512 -5.142 5.373 0.04
H -4.671 -2.772 6.180 0.10
H -3.989 -2.898 7.722 0.13
H -5.468 -4.815 8.391 0.10
H -6.098 -4.849 6.685 0.07
H -6.594 -3.566 7.704 0.07
H -2.001 -5.910 4.804 0.09
H -0.971 -5.664 6.158 0.10
H -0.873 -4.649 4.696 0.06
N -0.578 -5.329 -2.801 0.04
C -0.522 -5.208 -4.147 -0.17
C 0.494 -6.007 -4.602 -0.15
C 1.011 -6.737 -3.526 -0.14
C 0.457 -6.291 -2.342 -0.04
H -1.221 -4.895 -2.198 0.07
H -1.184 -4.478 -4.493 0.09
H 0.759 -6.226 -5.656 0.10
H 1.831 -7.468 -3.644 0.10
H 0.574 -6.440 -1.307 0.07
N -0.477 1.640 -4.491 0.02
C -1.470 2.229 -5.209 -0.17
C -2.383 2.797 -4.371 -0.07
C -1.774 2.652 -3.073 -0.10
C -0.642 1.933 -3.164 -0.14
H 0.398 1.446 -4.880 0.08
H -1.595 1.887 -6.216 0.11
H -3.356 3.183 -4.660 0.10
H -2.243 2.900 -2.124 0.07
H 0.077 1.496 -2.432 0.12
N 0.303 -4.013 2.104 0.05
C -0.291 -5.256 1.671 -0.10
C 0.561 -6.195 2.142 -0.15
C 1.664 -5.592 2.712 -0.13
C 1.425 -4.287 2.730 -0.20
H -0.079 -3.064 1.968 0.09
H -1.209 -5.188 1.062 0.08
H 0.383 -7.269 1.908 0.11
H 2.571 -6.084 3.146 0.11
H 1.954 -3.508 3.238 0.10
N -0.942 6.638 3.374 0.03
C -1.435 7.642 2.584 -0.13
C -2.642 8.000 3.112 -0.17
C -2.906 7.253 4.227 -0.10
C -1.788 6.387 4.349 -0.15
H 0.038 6.347 3.311 0.14
H -0.971 7.914 1.669 0.09
H -3.184 8.803 2.649 0.10
H -3.753 7.404 4.887 0.09
H -1.641 5.646 5.161 0.11
N 5.030 0.252 2.249 0.04
C 3.953 0.065 1.388 -0.13
C 3.258 1.247 1.263 -0.07
C 3.981 2.173 2.135 -0.12
C 5.012 1.545 2.680 -0.17
H 5.706 -0.417 2.651 0.13
H 3.653 -0.914 1.053 0.10
H 2.264 1.410 0.858 0.07
H 3.580 3.122 2.299 0.06
H 5.721 1.784 3.436 0.11
N -2.880 -0.083 5.235 0.02
C -1.973 0.944 5.455 -0.12
C -2.544 2.134 5.035 -0.10
C -3.838 1.768 4.541 -0.12
C -4.003 0.405 4.748 -0.19
H -2.581 -1.068 5.352 0.11
H -1.041 0.594 5.927 0.11
H -2.245 3.143 5.069 0.06
H -4.612 2.493 4.248 0.10
H -4.806 -0.346 4.623 0.12
N 1.474 -0.980 3.765 0.04
C 0.687 -1.692 4.610 -0.17
C 1.314 -1.704 5.852 -0.08
C 2.540 -0.902 5.721 -0.10
C 2.532 -0.376 4.464 -0.13
H 1.128 -0.642 2.909 0.09
H -0.164 -2.112 4.099 0.09
H 1.112 -2.290 6.696 0.06
H 3.279 -0.690 6.515 0.10
H 3.120 0.345 3.964 0.07
N 0.201 6.232 -0.628 -0.01
C 1.128 7.031 -0.128 -0.19
C 1.774 6.408 0.923 -0.09
C 1.073 5.164 1.062 -0.12
C 0.123 5.045 0.047 -0.12
H -0.374 6.495 -1.412 0.10
H 1.231 8.061 -0.573 0.13
H 2.549 6.786 1.578 0.09
H 1.322 4.376 1.767 0.08
H -0.647 4.316 -0.262 0.11
N -4.173 -0.271 -3.609 0.01
C -5.415 -0.697 -4.022 -0.14
C -5.183 -1.682 -4.946 -0.12
C -3.757 -1.776 -5.178 -0.11
C -3.167 -0.901 -4.280 -0.15
H -3.954 0.304 -2.779 0.14
H -6.296 -0.188 -3.695 0.10
H -5.914 -2.108 -5.613 0.09
H -3.244 -2.626 -5.742 0.11
H -2.157 -0.736 -3.955 0.10
```

Net charge   0
Kohn-Sham gap   0.3054 hartree
HOMO energy   -7.71 eV